(1)
A molecular structure, C13H49B5KNO3Zr in a non-equilibrium geometry. Source: the Open Molecules 2025 dataset; level of theory: the ωB97M-V functional and the def2-TZVPD basis.

Properties
max |F| = 6.5 eV/Å
E_LUMO = -0.143 Ha
molecular weight = 451.92 g/mol
frontier orbital gap = 3.9 eV

Each line ends with the Mulliken charge.
Cartesian coordinates (Å):
Zr  1.30416  -0.94832  -3.91943  0.6351
K  3.20813  0.21201  2.53404  0.9389
B  -0.23893  -3.88818  -4.05702  0.2790
H  -0.37036  -3.22180  -3.21862  -0.1567
H  -1.19299  -4.33933  -4.28169  -0.1156
H  0.11555  -3.25584  -4.85622  -0.2532
H  0.52393  -4.60473  -3.79466  -0.1233
B  0.69751  0.29344  -1.12019  0.7882
H  0.22857  1.26300  -1.18565  -0.2107
H  0.82322  0.00682  -0.08758  -0.3470
H  0.12865  -0.52947  -1.52451  -0.3303
H  1.66090  0.39034  -1.59634  -0.1109
B  2.91804  1.48642  -4.61798  -0.1084
H  3.36323  2.43349  -4.88086  -0.0717
H  1.91798  1.56623  -4.22080  0.0700
H  2.77822  1.04037  -5.59047  -0.1007
H  3.48272  0.89133  -3.91709  -0.0804
B  -1.15937  0.06960  -5.33684  0.1808
H  -0.91343  1.06346  -4.99623  -0.0723
H  -2.00976  0.06779  -6.00099  -0.0998
H  -0.31630  -0.27325  -5.91645  -0.1466
H  -1.22335  -0.52012  -4.43554  -0.0327
B  3.17974  -2.75524  -1.45335  0.2763
H  3.33227  -1.91561  -2.11367  -0.3612
H  3.88691  -2.61880  -0.64991  -0.2277
H  2.13448  -2.79235  -1.18825  -0.1018
H  3.52238  -3.53527  -2.11547  -0.1032
C  5.94063  2.71436  0.32689  -0.8101
O  6.34404  2.82275  1.72390  -0.2920
C  7.66379  3.25203  1.90069  -0.5077
C  8.25254  3.10119  3.28837  -0.5142
O  7.98715  4.29526  3.99469  -0.3276
C  8.46448  4.20810  5.34461  -0.7640
H  4.88125  2.92253  0.17692  0.2916
H  6.11086  1.73849  -0.12785  0.3388
H  6.39624  3.53014  -0.23438  0.3196
H  7.84115  4.28895  1.61529  0.3035
H  8.26092  2.59368  1.26972  0.3826
H  9.32756  2.97651  3.41836  0.3955
H  7.81468  2.22944  3.77460  0.3086
H  8.36058  3.17206  5.66701  0.2986
H  7.88658  4.76881  6.07929  0.2794
H  9.51636  4.42558  5.52996  0.3033
C  -6.62378  -2.00591  -0.05367  -1.8596
C  -5.63590  -0.77817  0.16089  1.4385
C  -6.38195  0.34933  1.01642  -1.3157
C  -6.26303  0.26633  2.66097  -0.8674
C  -4.88051  0.00512  3.03534  -1.1440
C  -4.32233  -1.33108  2.29539  1.3129
N  -4.35411  -1.13226  0.85516  0.5330
O  -3.55854  -2.00014  0.20313  -0.4844
C  -2.81366  -1.16829  2.72194  -1.9003
C  -4.91412  -2.71657  2.73327  -1.6069
C  -5.27078  -0.23137  -1.20822  -1.8735
H  -7.24400  -2.28300  0.79877  0.3868
H  -7.32143  -1.71178  -0.83780  0.4753
H  -6.03099  -2.88542  -0.30504  0.4112
H  -6.04649  1.33204  0.68497  0.4410
H  -7.42357  0.39897  0.69915  0.4298
H  -6.74072  1.14307  3.09826  0.4561
H  -6.92033  -0.51017  3.05223  0.3339
H  -4.64711  0.06470  4.09840  0.4815
H  -4.33586  0.80031  2.52631  0.4150
H  -2.21217  -1.95393  2.26469  0.4507
H  -2.66061  -1.00988  3.78946  0.3764
H  -2.52036  -0.27563  2.16945  0.4468
H  -5.26759  -2.65159  3.76231  0.3950
H  -4.11865  -3.46177  2.73317  0.3196
H  -5.81197  -2.98424  2.17621  0.3079
H  -4.98419  -1.08010  -1.82919  0.4145
H  -6.21427  0.13067  -1.61671  0.4183
H  -4.60453  0.61453  -1.03894  0.4733
H  -2.70740  -1.55963  0.14739  0.3142

Atomic forces in eV per Å
Zr -2.5 1.9 1.8
K -0.1 -0.1 -0.5
B 0.7 -0.8 0.7
H -0.5 3.4 4.2
H -3.5 -1.1 -1.2
H 2.1 3.5 -4.5
H 2.9 -2.4 0.9
B -0.1 0.9 -0.8
H -2.0 3.3 -0.7
H 0.9 -1.5 3.8
H -2.9 -3.8 -2.4
H 4.6 0.3 -2.4
B -0.2 -1.7 0.3
H 1.5 3.4 -0.5
H -5.0 0.3 2.1
H -0.6 -2.6 -4.2
H 2.6 -2.7 3.0
B 0.7 0.9 0.8
H 1.0 3.9 1.2
H -3.0 -0.6 -2.1
H 4.7 -2.0 -2.7
H -0.2 -3.3 4.5
B -1.1 -1.5 0.4
H 0.5 5.1 -4.0
H 2.5 1.0 3.2
H -4.0 -0.5 1.2
H 0.9 -3.3 -2.3
C 0.2 0.9 0.6
O -1.7 -0.3 -0.2
C 1.9 -0.7 -0.7
C -0.7 0.5 0.7
O -0.2 0.6 1.5
C -0.4 -1.0 0.2
H -0.2 -0.1 0.8
H 0.6 0.0 0.2
H 0.4 -0.3 -0.2
H -0.3 0.1 -0.3
H 0.5 0.2 -0.4
H 0.3 -0.4 -1.2
H -0.4 -0.2 0.3
H -0.1 -0.3 0.1
H -0.3 0.4 -0.6
H 0.2 0.4 -0.7
C 0.7 0.8 0.3
C -0.6 -0.7 1.7
C 0.6 -0.5 1.2
C -2.6 -0.4 -2.3
C 1.0 -0.9 -1.8
C 0.7 0.7 1.8
N -2.0 3.2 1.4
O 0.7 -2.0 -1.2
C -0.6 -0.3 -1.5
C 0.0 1.3 0.7
C -1.2 -0.2 0.7
H 0.2 0.3 0.3
H 0.1 -0.3 -0.2
H -0.1 0.0 -0.4
H 0.7 0.1 0.2
H -0.2 -0.5 0.2
H 0.4 0.5 -0.2
H -0.1 -0.5 -0.3
H -0.1 -0.5 0.0
H 0.6 0.1 0.3
H 0.1 -0.3 0.6
H 0.0 -0.4 -0.1
H 0.2 0.3 0.3
H 0.1 0.1 0.3
H -0.3 -0.2 -0.4
H 0.5 -0.2 -0.3
H 0.7 0.5 -0.2
H 0.0 0.3 -0.3
H 0.4 -0.3 -0.6
H 0.2 0.1 -0.4

(2)
2 unconnected molecules or ions with the total composition C4H10NO in a non-equilibrium geometry. Source: the Open Molecules 2025 dataset; level of theory: the ωB97M-V functional and the def2-TZVPD basis.

Properties
max |F| = 1.0 eV/Å
E_LUMO (spin up / spin down) = 0.040 / -0.062 Ha
ΔE to the lowest compared entry with this formula, charge and spin = 34.5 kcal/mol
molecular weight = 88.13 g/mol
multiplicity = 2
frontier orbital gap (spin up / spin down) = 10.8 / 8.0 eV
expectation value of S² = 0.754

Each line ends with the Löwdin spin population.
Cartesian coordinates (Å):
C  -0.51945  -2.25019  1.08994  0.0203
C  0.75391  -2.49055  1.33741  0.0005
H  -0.85186  -1.70246  0.21223  0.0047
H  -1.30134  -2.64051  1.73075  0.0017
H  1.54217  -2.28551  0.62480  0.0001
H  1.06446  -3.03216  2.22712  0.0006
C  -0.92822  0.72053  -0.80328  0.0950
O  -0.95805  -0.54345  -1.31658  0.7986
C  0.37478  1.47219  -1.11589  0.0005
N  0.44080  2.70085  -0.33151  0.0035
H  -1.81176  1.29429  -1.11915  0.0289
H  -0.98126  0.66561  0.29826  0.0460
H  1.17590  0.75184  -0.91086  -0.0008
H  0.39537  1.73492  -2.17567  -0.0002
H  0.23556  2.50689  0.64173  0.0007
H  1.36898  3.09771  -0.38930  0.0000

Atomic forces in eV per Å
C -0.3 0.0 -0.1
C 0.3 -0.5 0.1
H 0.1 -0.4 0.1
H 0.0 0.2 0.2
H 0.0 0.4 0.0
H -0.1 0.0 -0.1
C 0.8 0.6 -0.2
O -0.3 0.2 -0.1
C -0.3 -0.2 0.0
N -0.1 -0.1 -0.1
H -0.1 -0.1 0.1
H -0.3 -0.3 0.0
H 0.1 0.1 -0.1
H 0.1 -0.1 0.0
H 0.2 0.1 0.0
H 0.0 0.1 0.1

(3)
5 unconnected molecules or ions with the total composition CH11O5 in a non-equilibrium geometry. Source: the Open Molecules 2025 dataset; level of theory: the ωB97M-V functional and the def2-TZVPD basis.

Properties
max |F| = 4.8 eV/Å
charge = -1
E_LUMO = 0.139 Ha
ΔE to the lowest compared entry with this formula, charge and spin = 33.3 kcal/mol
molecular weight = 103.09 g/mol
frontier orbital gap = 9.0 eV

Each line ends with the Mulliken charge.
Cartesian coordinates (Å):
C  2.42427  -2.03648  2.19757  -0.4481
O  1.74275  -0.89306  2.69986  -0.5435
H  3.46230  -2.03791  2.44947  0.1962
H  2.37703  -2.10399  0.98520  0.1824
H  1.90023  -2.84549  2.68014  0.1960
H  -1.04691  -0.32444  -2.60606  0.3562
H  -2.39712  -0.76772  -2.91820  0.2838
O  -1.62078  -0.50955  -3.37457  -0.6376
H  1.14586  -0.32862  2.12813  0.4351
H  0.07373  1.03766  -1.38685  0.2600
O  -0.76124  0.80640  -0.88260  -1.1429
H  -2.72447  2.77750  -1.78480  0.2617
H  -1.79955  1.65270  -1.88002  0.4162
O  -2.13734  2.45360  -2.46272  -0.6716
H  -0.55269  1.40619  1.94833  0.2243
H  -0.12752  0.92726  0.54169  0.3753
O  0.04145  0.78593  1.66542  -0.7435

Atomic forces in eV per Å
C -2.0 1.3 -2.8
O 0.7 0.3 0.2
H 0.8 0.2 0.4
H -0.1 -0.1 2.8
H 0.2 -1.0 -0.3
H 0.0 0.3 0.0
H -1.4 -0.3 0.5
O 1.4 -0.1 -0.3
H 0.5 -0.7 0.2
H -1.5 -0.2 0.8
O 2.0 0.2 -0.4
H -0.5 0.8 0.1
H 0.5 1.1 -1.1
O 0.1 -1.5 1.0
H -2.2 2.3 1.6
H -0.3 -1.1 1.6
O 1.9 -1.5 -4.1

Question: What is the formula in the third record?
Answer: CH11O5

Question: Number 2 is which compound?
Answer: C4H10NO

Question: Look up the max |F| of the second one.
Answer: 1.0 eV/Å

Question: The lowest molecular weight belongs to which entry?
Answer: C4H10NO